Density functional theory data (the ωB97M-V functional and the def2-TZVPD basis) for a gas-phase ion, C5H10NO2 (charge -1) in a non-equilibrium geometry.

Last column: Mulliken charge in e.
Geometry (Å):
O (-1.843, -1.142, -1.923)  -0.8317
O (1.181, 1.271, -1.762)  -0.6042
N (0.087, 0.188, -0.086)  0.2920
C (-2.292, -0.558, -0.827)  -0.7634
C (0.198, 0.655, -1.374)  -0.1430
C (-1.165, -0.454, 0.333)  -0.5429
C (1.302, -0.335, 0.522)  -0.6427
C (2.067, 0.804, 1.228)  -1.0836
H (1.063, -1.126, 1.238)  0.4403
H (-2.810, 0.455, -0.798)  0.2362
H (-1.038, -1.495, 0.598)  0.3676
H (2.545, 1.568, 0.623)  0.2429
H (1.346, 1.290, 1.892)  0.2697
H (-3.065, -1.258, -0.372)  0.3758
H (1.887, -0.904, -0.226)  0.3699
H (-0.683, 0.491, -2.006)  0.4522
H (-1.623, 0.186, 1.092)  0.1901
H (2.843, 0.363, 1.848)  0.3747

Forces on the atoms, in the same order (eV/Å):
O 0.1 0.5 -0.9
O 0.6 -0.4 -0.2
N -0.4 -1.5 -0.5
C 0.2 -1.1 1.4
C -0.4 0.9 0.3
C -1.4 0.7 -1.4
C 0.6 0.7 -0.3
C -0.1 -0.8 0.5
H -0.4 0.4 0.2
H 0.3 -0.1 -0.7
H 0.4 -0.1 0.5
H -0.3 -0.2 -0.5
H 0.1 0.1 0.0
H 0.1 0.7 0.5
H 0.1 0.7 0.0
H 0.0 0.0 0.2
H 0.1 -0.4 0.6
H 0.3 0.0 0.3

Computed properties:
- energy above the lowest of the compared OMol25 structures with the same formula, charge and spin (eV) = 2.575
- SMILES string = CCN(C=O)CC[O-]
- energy (Eh) = -401.73219
- HOMO (eV) = -2.804
- total charge = -1

---

Density functional theory data (the ωB97M-V functional and the def2-TZVPD basis) for a gas-phase ion, C5H10NO2 (charge -1) in a non-equilibrium geometry.

Last column: Mulliken charge in e.
Geometry (Å):
O (-0.130, -0.135, -2.738)  -0.8724
O (-1.909, 1.550, 2.017)  -0.5332
N (1.195, -0.775, -0.868)  -0.3987
C (-1.074, 1.426, 1.152)  -0.2002
C (0.155, -1.112, -1.888)  -0.6921
C (0.811, -0.005, 0.323)  0.4314
C (-0.709, 0.138, 0.491)  -0.5113
C (1.422, -0.687, 1.558)  -1.4741
H (-1.179, -0.681, 1.027)  0.2837
H (0.550, -2.049, -2.368)  0.3117
H (-0.699, -1.498, -1.273)  0.3128
H (-0.535, 2.305, 0.745)  0.3338
H (2.468, -0.936, 1.418)  0.3922
H (1.931, -0.272, -1.348)  0.2811
H (1.210, 1.014, 0.298)  0.2850
H (1.300, -0.041, 2.443)  0.3333
H (0.817, -1.561, 1.810)  0.3082
H (-1.096, 0.247, -0.529)  0.4089

Forces on the atoms, in the same order (eV/Å):
O -0.2 0.1 0.2
O 0.1 0.2 0.1
N 0.2 -0.1 0.5
C -0.1 -0.4 0.0
C 0.1 -0.1 -0.4
C 0.2 -0.7 0.0
C 0.3 0.7 -0.1
C -1.0 0.6 0.6
H -0.1 -0.2 -0.1
H 0.1 0.2 0.0
H 0.0 -0.1 0.0
H 0.0 0.2 0.1
H 0.1 -0.1 -0.1
H -0.2 0.0 -0.2
H 0.2 0.1 -0.3
H 0.3 0.1 -0.1
H 0.4 -0.3 -0.3
H -0.2 -0.1 -0.1

Computed properties:
- energy above the lowest of the compared OMol25 structures with the same formula, charge and spin (eV) = 2.672
- SMILES string = C[C@H](CC=O)NC[O-]
- energy (Eh) = -401.72862
- HOMO (eV) = -2.782
- total charge = -1

---

Density functional theory data (the ωB97M-V functional and the def2-TZVPD basis) for a molecular structure, C5H10NO2 in a non-equilibrium geometry.

Last column: Mulliken charge in e.
Geometry (Å):
O (1.638, -2.486, 0.088)  -0.7178
O (0.546, -0.954, 1.312)  -0.6844
N (0.916, 0.555, -1.467)  -0.7215
C (1.642, -0.371, -0.759)  0.2095
C (1.220, -1.327, 0.331)  0.4552
C (-1.907, 0.899, 0.450)  -0.1493
C (-1.211, 2.200, 0.902)  -1.1839
C (-1.849, 0.595, -1.021)  -0.9197
H (-0.983, -0.052, -1.204)  0.2320
H (2.687, -0.609, -0.995)  0.3370
H (-2.899, 1.175, 0.852)  0.3251
H (-0.122, 2.151, 0.787)  0.2613
H (-1.542, 3.079, 0.299)  0.3178
H (-1.483, 2.468, 1.922)  0.3439
H (-1.637, 1.460, -1.635)  0.2997
H (1.148, 0.818, -0.377)  0.0700
H (-2.728, 0.003, -1.284)  0.3261
H (-1.563, 0.097, 1.127)  0.1989

Forces on the atoms, in the same order (eV/Å):
O 0.0 0.7 -0.5
O 0.1 0.5 -0.4
N 3.4 -1.8 3.0
C 0.0 0.8 -2.8
C -0.7 -1.1 1.6
C -0.5 1.5 2.2
C 0.5 0.5 -1.0
C 0.2 -1.5 0.3
H -0.6 0.2 0.1
H 0.1 -0.2 -0.7
H -0.5 -0.7 -0.8
H -0.1 0.1 0.3
H 0.1 -0.6 0.1
H 0.2 -0.2 0.2
H -0.5 0.3 -0.2
H -1.8 1.1 -0.3
H -0.2 0.4 -0.4
H 0.1 0.1 -0.7

Computed properties:
- energy above the lowest of the compared OMol25 structures with the same formula, charge and spin (eV) = 4.215
- energy (Eh) = -401.67191
- HOMO (eV) = -4.072
- total charge = -1

---

Number 1: E_LUMO 3.844 eV. Number 2: E_LUMO 3.753 eV. Number 3: E_LUMO 4.070 eV.